(1)
C39H27N2O26S | ωB97M-V/def2-TZVPD

Values from the calculation:
**Net charge**: -1
**2S+1**: 1

Each line ends with the Mulliken charge.
CARTESIAN COORDINATES (ANGSTROEM)
N1 -3.169977 0.850699 7.377090  -0.81
C1 -2.025754 0.428545 6.541219  1.11
N2 -0.792394 0.100823 7.321638  -0.34
C2 -1.014250 -0.667954 8.218166  0.29
S1 -0.957008 -1.974014 9.155066  -0.35
C3 -2.480840 -0.696297 5.540756  0.62
O1 -3.499558 -0.484596 4.870333  -0.76
O2 -1.808723 -1.769945 5.433765  -0.88
H1 -3.645968 0.027097 7.760530  0.30
H2 -3.844052 1.207412 6.692031  0.34
H3 -1.775122 1.316732 5.917400  -0.49
C4 -1.282566 -5.877926 2.754188  -0.97
C5 -1.172071 -6.006529 1.431488  0.25
C6 -0.837884 -4.845084 0.555584  1.09
O3 -0.729757 -5.028597 -0.655215  -0.68
C7 -0.659592 -3.546920 1.174228  -0.97
C8 -0.772269 -3.397394 2.509628  0.58
C9 -1.080782 -4.573409 3.396605  0.85
O4 -1.155389 -4.424177 4.592459  -0.49
O5 -0.613667 -2.211419 3.078668  -0.47
O6 -1.354377 -7.193870 0.814939  -0.61
H4 -1.520911 -6.714803 3.396104  0.41
H5 -0.435803 -2.714650 0.521330  0.45
H6 -0.747983 -2.324682 4.059672  0.29
H7 -1.217038 -7.015649 -0.134702  0.33
C10 1.213122 -4.244223 -5.313862  -0.90
C11 2.173327 -3.470936 -5.826996  0.24
C12 3.109668 -2.698711 -4.952224  0.89
O7 3.982132 -2.021594 -5.469666  -0.64
C13 2.930578 -2.788428 -3.506746  -0.97
C14 1.965405 -3.560668 -2.989605  0.33
C15 1.049501 -4.353303 -3.864937  1.15
O8 0.206181 -5.051900 -3.344605  -0.55
O9 1.772145 -3.661020 -1.669152  -0.49
O10 2.348714 -3.347801 -7.156595  -0.56
H8 0.531030 -4.810239 -5.935287  0.52
H9 3.601765 -2.211346 -2.886001  0.48
H10 1.012788 -4.276950 -1.551757  0.22
H11 3.103329 -2.737928 -7.263433  0.34
C16 -2.159949 3.362342 2.402229  -0.98
C17 -1.832477 3.847250 1.201780  0.30
C18 -0.463653 4.373495 0.916848  0.96
O11 -0.199316 4.791473 -0.200303  -0.75
C19 0.512893 4.370133 2.001544  -0.57
C20 0.186066 3.887605 3.205353  0.07
C21 -1.175542 3.337398 3.481660  1.00
O12 -1.420729 2.893976 4.584477  -0.68
O13 1.057907 3.870055 4.227971  -0.55
O14 -2.717193 3.885789 0.188538  -0.59
H12 -3.146413 2.976218 2.620345  0.49
H13 1.492781 4.768879 1.787296  0.59
H14 0.569207 3.471216 4.975917  0.33
H15 -2.235841 4.276303 -0.565223  0.34
C22 4.361621 1.634168 2.307975  -0.91
C23 4.122719 2.613659 3.186985  0.15
C24 4.740759 2.610369 4.549465  1.05
O15 4.510062 3.532505 5.308741  -0.63
C25 5.599483 1.484890 4.910589  -0.98
C26 5.834940 0.504595 4.032976  0.36
C27 5.238872 0.521824 2.661321  0.98
O16 5.497929 -0.383972 1.890842  -0.63
O17 6.617357 -0.542450 4.337596  -0.57
O18 3.320113 3.645027 2.891774  -0.40
H16 3.922701 1.626252 1.319862  0.46
H17 6.026292 1.484505 5.903832  0.42
H18 6.625785 -1.103106 3.538190  0.35
H19 3.313345 4.208560 3.689579  0.33
C28 -1.954636 9.412360 -0.989022  -1.02
C29 -2.164254 10.388033 -0.100930  0.38
C30 -1.498119 10.384973 1.237562  0.96
O19 -1.706654 11.307369 2.005428  -0.62
C31 -0.623930 9.264047 1.567016  -0.92
C32 -0.413688 8.281786 0.681327  0.30
C33 -1.060159 8.299476 -0.670783  1.03
O20 -0.830134 7.400682 -1.453996  -0.58
O21 0.383915 7.242301 0.967066  -0.46
O22 -2.981959 11.420810 -0.365283  -0.57
H20 -2.429051 9.405646 -1.960583  0.42
H21 -0.162718 9.265717 2.544849  0.44
H22 0.373100 6.670069 0.167522  0.28
H23 -2.958627 11.982540 0.432904  0.35
C34 -3.496596 -7.007118 -8.864208  -0.98
C35 -3.166583 -6.443569 -10.030214  0.41
C36 -1.820584 -5.829284 -10.249619  0.90
O23 -1.559417 -5.344737 -11.335130  -0.61
C37 -0.873260 -5.835505 -9.137598  -0.91
C38 -1.204426 -6.396131 -7.969915  0.22
C39 -2.540420 -7.034569 -7.758955  1.05
O24 -2.789950 -7.548311 -6.686026  -0.61
O25 -0.353904 -6.413271 -6.931213  -0.52
O26 -4.024621 -6.401385 -11.062327  -0.56
H24 -4.465314 -7.456187 -8.694312  0.41
H25 0.090294 -5.372803 -9.302553  0.49
H26 -0.827991 -6.873827 -6.209911  0.33
H27 -3.545983 -5.946418 -11.781357  0.35

Cartesian forces, eV/Å:
0.089 -0.093 -0.145
-0.632 1.209 -1.421
-1.972 0.324 0.305
1.867 -2.362 0.451
-0.460 1.326 -0.195
0.726 -1.984 -0.987
-0.399 1.271 0.447
0.586 1.005 0.823
0.343 0.145 -0.137
0.258 -0.103 0.265
-0.167 -0.875 0.584
-0.013 0.107 0.044
-0.213 -0.677 0.226
0.118 1.029 0.149
0.102 -0.424 0.083
-0.040 -0.627 -0.484
0.236 1.301 0.008
-0.176 -0.443 0.219
0.242 0.010 -0.096
0.204 -1.442 -0.017
0.161 0.541 -0.248
0.004 0.015 -0.007
0.002 0.029 0.058
-0.732 0.648 0.286
-0.005 0.000 0.037
-0.146 -0.018 0.136
-0.347 -0.293 -0.519
0.212 0.206 0.699
-0.137 -0.111 -0.371
0.170 0.112 -0.404
0.365 0.355 0.962
-0.174 -0.123 -0.522
0.054 -0.096 -0.007
-0.291 -0.381 -0.884
0.310 0.254 0.513
0.169 0.140 0.080
-0.018 -0.020 0.014
-0.157 0.121 0.255
-0.026 -0.028 -0.015
0.016 -0.011 0.213
-0.694 -0.229 -0.163
0.621 -0.094 0.477
-0.366 -0.102 -0.107
-0.165 0.105 -0.323
0.835 0.201 0.104
-0.641 -0.249 -0.161
0.385 0.387 0.003
-1.003 -0.140 -0.026
0.693 0.236 0.055
0.035 -0.055 -0.007
-0.018 -0.033 -0.002
0.086 -0.004 0.049
-0.090 -0.042 -0.016
0.171 -0.266 -0.041
-0.437 0.222 -0.682
0.330 -0.280 0.507
-0.172 0.139 -0.281
-0.115 0.271 0.033
0.389 -0.220 0.661
-0.444 0.240 -0.500
0.237 -0.124 0.275
-0.344 0.227 -0.591
0.906 -0.214 0.423
-0.007 0.008 0.021
-0.010 -0.019 -0.012
0.014 -0.026 0.062
-0.195 -0.038 -0.009
0.119 -0.208 -0.023
-0.446 0.197 -0.620
0.424 -0.320 0.517
-0.236 0.155 -0.274
-0.201 0.317 0.013
0.561 -0.273 0.736
-0.365 0.211 -0.440
0.176 -0.032 0.197
-0.502 0.570 -0.824
0.400 -0.173 0.541
0.007 0.008 0.015
0.008 -0.020 -0.019
0.080 -0.200 0.158
-0.027 0.008 -0.049
0.091 -0.061 0.238
-0.737 -0.250 -0.100
0.607 0.194 0.218
-0.346 -0.101 -0.095
-0.068 0.069 -0.292
0.738 0.278 0.081
-0.612 -0.174 -0.137
0.333 0.098 0.067
-0.859 -0.465 -0.238
0.674 0.215 0.106
0.014 0.007 -0.012
-0.004 -0.008 0.027
0.102 0.045 0.071
-0.063 -0.026 -0.007

(2)
C20H43N2OP3SSm | ωB97M-V/def2-TZVPD

Values from the calculation:
**Net charge**: +3
**<S²>**: 8.92
**2S+1**: 6
**Energy above the lowest of the compared OMol25 structures with the same formula, charge and spin**: 0.0 kJ/mol

Each line ends with the Mulliken charge.
CARTESIAN COORDINATES (ANGSTROEM)
Sm1 -1.553796 1.030656 -1.160608  0.79
P1 2.039673 -1.251778 1.169006  1.01
P2 0.686823 2.706213 -0.496893  0.84
P3 -1.911846 -1.967089 -0.756620  0.77
H1 -1.121762 3.263037 -6.463934  0.26
C1 -2.015793 2.696956 -6.172418  -0.52
C2 -2.769710 2.935191 -5.089836  -0.56
H2 -2.522192 3.724452 -4.378352  0.31
C3 3.656415 -1.992593 1.314899  -1.22
C4 1.926634 0.325218 2.055186  -0.66
C5 0.727923 -2.278341 1.863606  -0.81
C6 0.440774 3.825359 -1.937701  -1.51
C7 1.279798 3.927795 0.737347  -1.11
C8 2.309599 2.030433 -1.042525  -1.13
C9 -2.965902 -2.255992 -2.221133  -1.27
C10 -2.568155 -3.341657 0.271614  -1.11
C11 -0.432582 -2.812271 -1.442636  -0.89
H3 -2.302577 1.912301 -6.870691  0.23
H4 -3.718958 2.435935 -4.893373  0.32
H5 3.918779 -2.089367 2.377676  0.44
H6 4.439475 -1.373773 0.850383  0.40
H7 3.662872 -2.999744 0.877950  0.39
H8 2.454421 0.255234 3.008801  0.58
H9 0.884780 0.612874 2.257054  -0.13
H10 2.394618 1.131282 1.480116  0.30
H11 1.181675 -2.791688 2.713538  0.50
H12 0.284507 -3.009149 1.180034  0.37
H13 -0.092738 -1.660766 2.254586  -0.06
H14 1.300881 4.507593 -1.921489  0.38
H15 -0.492853 4.395251 -1.884836  0.46
H16 0.475246 3.254341 -2.876272  0.44
H17 2.182946 4.426229 0.346035  0.46
H18 1.517136 3.484876 1.717917  0.30
H19 0.495390 4.686961 0.878185  0.40
H20 3.162373 2.637481 -0.698136  0.45
H21 2.302307 1.984542 -2.136358  0.39
H22 2.456715 1.016211 -0.665311  0.00
H23 -3.164652 -3.337133 -2.279759  0.48
H24 -2.462954 -1.958052 -3.149684  0.06
H25 -3.918506 -1.722768 -2.115837  0.47
H26 -3.166147 -4.023328 -0.356755  0.39
H27 -3.223623 -2.936991 1.056111  0.35
H28 -1.753500 -3.913198 0.738118  0.41
H29 -0.734840 -3.794143 -1.825433  0.50
H30 0.365964 -2.938853 -0.704424  0.30
H31 -0.054136 -2.217128 -2.277805  -0.06
C12 -0.173288 -0.046175 -3.847350  0.74
C13 0.873285 -0.345622 -4.749835  -0.70
C14 0.606635 -1.255462 -5.761663  -0.55
C15 -0.713540 -1.662198 -5.979469  -0.53
C16 -1.770268 -1.107924 -5.259940  -0.81
C17 -1.510942 -0.157364 -4.295768  0.07
O1 0.082571 0.189594 -2.540704  -0.11
H32 1.763522 -0.985783 -0.196853  -0.10
H33 1.878427 0.039027 -4.559867  0.42
H34 1.445603 -1.611442 -6.367795  0.44
H35 -0.950730 -2.368761 -6.758745  0.47
H36 -2.797685 -1.418351 -5.458659  0.50
H37 -2.299390 0.450542 -3.829044  -0.03
S1 -1.922494 1.763044 1.567139  -0.27
C18 -1.856187 0.956173 3.114499  0.02
N1 -0.981434 1.202157 4.132031  -0.03
C19 -1.155104 0.263103 5.241719  -0.44
C20 -2.274676 -0.656809 4.764612  -0.45
N2 -2.636939 -0.090521 3.472491  -0.01
H38 -0.358121 2.022407 4.210991  0.24
H39 -1.444819 0.767369 6.175174  0.33
H40 -0.228991 -0.300165 5.430102  0.25
H41 -3.129453 -0.655254 5.455909  0.38
H42 -1.889513 -1.687079 4.671215  0.23
H43 -3.442167 -0.381422 2.916468  0.22

Cartesian forces, eV/Å:
1.266 -1.110 -0.909
-0.553 0.566 0.006
1.437 0.803 -0.702
0.327 -1.202 -0.944
-0.400 -0.170 0.457
-0.381 -0.070 0.285
0.501 0.239 -0.221
0.027 0.049 -0.239
0.431 -0.183 0.196
0.187 0.285 -0.088
-0.149 -0.158 0.253
-0.074 -0.030 -0.046
-0.546 0.202 0.493
0.205 -0.492 -0.019
-0.420 0.115 -0.338
-0.378 0.291 0.885
0.284 0.201 -0.126
-0.009 0.174 0.073
0.243 -0.131 -0.228
-0.189 0.025 -0.156
-0.379 -0.150 -0.028
-0.020 0.267 -0.034
0.003 -0.130 -0.017
0.199 -0.272 -0.221
0.041 -0.242 0.117
-0.106 -0.184 0.023
0.466 0.111 0.213
0.296 0.065 -0.206
-0.327 0.034 -0.198
0.190 0.069 -0.003
-0.075 0.113 0.194
-0.409 -0.264 0.060
-0.143 0.108 -0.375
0.272 -0.199 0.118
-0.447 -0.047 -0.167
0.109 -0.106 0.246
0.071 0.082 -0.243
-0.010 0.410 -0.027
-0.234 -0.013 0.457
0.038 -0.183 -0.199
0.366 0.328 0.278
0.142 -0.345 -0.113
-0.273 0.218 -0.069
0.066 0.132 0.166
-0.172 -0.057 -0.346
0.070 -0.132 0.108
0.128 -0.014 -0.476
-0.113 -0.520 0.871
0.031 0.647 -0.285
-0.133 -0.265 -0.071
-0.235 0.149 -0.837
0.887 -0.170 0.957
-1.480 2.152 1.121
0.042 -0.162 0.395
-0.244 -0.440 0.149
-0.529 0.093 0.044
0.107 -0.179 -0.023
0.280 0.276 -0.249
-0.065 -0.463 0.080
0.075 -0.226 1.038
0.089 -0.824 0.820
-0.186 0.555 -1.172
0.228 0.127 0.869
-0.274 -0.680 0.462
0.344 0.826 -1.096
-0.832 -0.749 -0.388
0.245 0.059 -0.380
-0.250 0.304 -0.073
0.249 -0.062 -0.309
-0.432 0.341 -0.122
0.524 0.213 0.314

(3)
C4H3N3O | ωB97M-V/def2-TZVPD

Values from the calculation:
**Net charge**: 0
**2S+1**: 1
**Energy above the lowest of the compared OMol25 structures with the same formula, charge and spin**: 296.4 kJ/mol
**SMILES**: [H]/N=c1/[nH]c(C#N)co1

Each line ends with the Mulliken charge.
CARTESIAN COORDINATES (ANGSTROEM)
H1 3.500113 0.087948 -0.274172  0.26
N1 2.727106 -0.647166 -0.326727  -0.68
C1 1.575093 -0.199145 -0.007222  0.48
N2 0.432219 -0.848221 0.313688  -0.20
C2 -0.861461 -0.141027 0.270846  0.22
C3 -2.200923 -0.395389 -0.159006  0.12
N3 -3.461756 -0.184881 -0.206792  -0.46
C4 -0.193715 1.138235 0.042893  -0.06
O1 1.106680 1.130663 0.050076  -0.34
H2 0.556837 -1.955852 0.462408  0.29
H3 -0.707334 2.168437 0.064908  0.36

Cartesian forces, eV/Å:
-1.654 -1.204 -0.274
0.066 1.716 0.998
-0.281 0.241 -0.137
-1.086 -7.301 0.472
5.393 3.907 -1.902
-9.012 1.964 0.922
9.975 -2.043 -0.023
-5.110 0.357 1.406
1.409 0.600 -0.516
-0.689 3.634 -0.587
0.989 -1.871 -0.359

How do the records compare in energy? In the order shown, they have -3966.346635 -3051.858598 -393.606510 Eh.
How do the records compare in maximum force? In the order shown, they have 3.04 2.84 10.18 eV Å⁻¹.